# 1
Molecular formula: CH5NP2
Method: DFT, ωB97M-V with the def2-TZVPD basis set

Energy relative to the best compared isomer or geometry (same formula, charge and spin) ... 42.9 kcal per mole
HOMO-LUMO gap ... 9.598 eV
LUMO level ... 0.8 eV
Net charge ... 0

Last column: Mulliken charge in e.
Geometry (Å):
C: -0.1519 -2.7677 0.6328  -0.101
N: 0.8658 -2.6441 0.0950  -0.189
P: -0.3140 2.3310 0.7071  -0.098
P: -0.6435 0.2359 0.0363  -0.142
H: 1.5444 -2.2845 -0.5469  0.296
H: 0.2281 2.3034 -0.5394  0.058
H: 0.9909 2.1642 1.1830  0.049
H: -2.0551 0.5035 -0.2327  0.073
H: -0.4649 0.1582 -1.3352  0.056

***

# 2
Molecular formula: C12H19CsFN4O2SSi
Method: DFT, ωB97M-V with the def2-TZVPD basis set

Energy relative to the best compared isomer or geometry (same formula, charge and spin) ... 11.2 kcal per mole
HOMO-LUMO gap ... 5.964 eV
LUMO level ... 2.1 eV
Net charge ... -1

Last column: Mulliken charge in e.
Geometry (Å):
Cs: -1.3813 -1.5593 0.0000  1.215
C: 3.8710 -2.6281 0.0000  -0.597
O: 3.2350 -3.9136 0.0001  -0.445
C: 1.8839 -3.8535 0.0000  0.555
O: 1.2606 -2.8150 0.0000  -0.501
N: 1.3629 -5.1043 0.0000  -0.224
N: -0.0162 -5.2476 0.0001  -0.341
H: 4.9374 -2.8345 0.0000  0.274
H: 3.5891 -2.0576 0.8818  0.258
H: 3.5891 -2.0577 -0.8818  0.258
H: 1.9936 -5.8877 0.0001  0.211
H: -0.3592 -5.7257 0.8216  0.227
H: -0.3594 -5.7255 -0.8213  0.227
C: 2.1075 0.6068 -0.0001  -0.990
Si: 0.9416 2.0724 0.0000  -0.107
C: 1.4049 3.1036 1.5025  -1.000
C: 1.4048 3.1036 -1.5026  -1.000
N: -0.6399 1.4875 0.0000  -0.147
C: -1.7636 2.2259 0.0000  0.051
C: -1.8599 3.6506 0.0000  0.147
C: -3.0617 4.3445 0.0001  -0.971
C: -4.2803 3.6773 0.0000  -0.374
C: -4.2543 2.2817 0.0000  -0.810
C: -3.0523 1.6269 0.0000  0.628
F: -3.0928 0.2433 -0.0001  -0.271
H: 3.1540 0.9331 -0.0001  0.357
H: 1.9424 -0.0244 -0.8793  0.201
H: 1.9425 -0.0244 0.8792  0.201
H: 2.4715 3.3552 1.4834  0.301
H: 1.2010 2.5466 2.4225  0.269
H: 0.8395 4.0385 1.5515  0.320
H: 2.4715 3.3552 -1.4835  0.301
H: 0.8394 4.0385 -1.5515  0.320
H: 1.2009 2.5466 -2.4226  0.269
H: -0.9334 4.2152 0.0001  0.144
H: -3.0389 5.4293 0.0001  0.357
H: -5.2199 4.2132 0.0000  0.337
H: -5.1638 1.6925 0.0000  0.391
S: -3.1097 -6.6157 -0.0001  -0.516
C: -3.0646 -4.9387 -0.0001  0.188
N: -2.9929 -3.7748 -0.0001  -0.711

***

# 3
Molecular formula: C3H12N2OS
Method: DFT, ωB97M-V with the def2-TZVPD basis set

Energy relative to the best compared isomer or geometry (same formula, charge and spin) ... 174.3 kcal per mole
HOMO-LUMO gap ... 4.410 eV
LUMO level ... -4.1 eV
Net charge ... 0

Last column: Mulliken charge in e.
Geometry (Å):
N: 3.3954 0.4734 -0.8983  -0.578
C: 0.8854 0.0595 -0.5320  -0.386
C: 0.3096 1.2576 0.2581  -0.198
S: -1.2771 0.9345 0.9690  -0.291
C: 1.1674 -1.2077 0.1337  -0.537
N: -0.0145 -1.8510 0.7061  -0.579
H: 3.9055 1.0027 -1.4758  0.105
H: 4.0654 0.2998 -0.2423  0.113
H: 0.2661 -0.1761 -1.4276  0.347
H: 0.2592 1.9557 -0.6048  0.268
H: 1.2041 1.7130 0.8484  0.343
H: -2.6144 -0.0591 -0.4755  0.272
H: 1.4738 -1.8226 -0.6727  0.386
H: 1.9331 -1.0397 0.8921  0.334
H: -0.6696 -2.2242 0.0205  0.361
H: -0.4232 -1.0362 1.0966  0.160
H: -3.8529 -0.1331 -1.5012  0.281
H: 1.9429 0.3881 -0.8849  0.209
O: -3.1122 -0.6043 -1.1112  -0.610